Record 1
Formula: C45H75Br2F20NO9SbSi
Source: OMol25
Level of theory: ωB97M-V/def2-TZVPD

XYZ file:
```
154
Properties=species:S:1:pos:R:3:lowdin_charge:R:1
Sb -0.83 -1.72 -0.39 1.51
Br 1.80 -3.17 -3.76 0.65
Br -1.30 -3.62 -3.37 0.66
Si 4.60 -3.48 0.20 0.39
F -5.53 0.13 3.47 0.13
F 2.28 4.27 1.64 0.16
F -2.14 1.40 1.12 0.15
F 2.70 4.69 -0.98 0.16
F 1.28 6.73 0.61 0.14
F 0.74 4.39 -1.85 0.17
F 0.55 2.99 3.12 0.15
F -5.79 -0.57 1.46 0.16
F 1.85 6.14 -3.24 0.18
F 0.56 1.03 1.79 0.15
F -0.53 5.65 0.03 0.16
F 1.14 2.25 0.11 0.14
F -0.16 1.00 -1.79 0.02
F 0.52 7.25 -1.95 0.18
F -1.17 3.78 2.06 0.16
F -6.88 -1.52 3.06 0.13
F -1.46 2.83 -0.36 0.09
F -2.31 0.70 -1.47 0.01
F 0.70 5.45 2.55 0.14
F 2.66 7.26 -1.59 0.19
O -3.57 -1.83 -1.92 -0.13
O -2.09 -1.64 6.85 -0.15
O 5.28 -0.49 -3.43 -0.16
O 3.25 -2.63 0.61 -0.23
O -5.70 -2.24 -1.34 0.10
O -3.20 6.62 -4.92 -0.14
O 0.82 -2.11 10.42 -0.14
O -3.39 -1.34 2.46 -0.14
O -0.24 0.69 -7.41 -0.15
N -0.18 -4.37 1.22 -0.17
C -5.69 -0.98 2.72 -0.61
C -0.42 2.02 -6.93 -0.21
C 6.93 -0.06 -5.07 -0.17
C 1.03 -5.18 1.25 -0.15
C 0.78 5.52 0.25 -0.31
C -4.87 -3.24 -3.33 -0.01
C 1.63 6.52 -1.98 -0.56
C -4.05 -0.46 7.45 -0.16
C 5.55 -2.65 -1.18 -0.17
C -2.02 6.02 -4.38 -0.20
C 2.36 -2.32 -0.50 -0.34
C 0.16 2.03 1.01 -0.33
C -0.03 2.95 -8.07 -0.17
C -4.04 -1.81 8.18 -0.17
C -4.77 -2.39 -2.09 -0.57
C -0.18 -1.44 9.64 -0.20
C -1.07 0.55 -0.85 -0.41
C -1.09 -1.52 1.80 -0.27
C 1.34 -1.27 -0.10 -0.25
C 0.99 4.60 1.54 -0.31
C -3.05 -1.89 -0.55 -0.24
C -4.32 6.28 -4.10 -0.21
C -2.59 -0.31 7.06 -0.19
C -0.18 0.01 10.11 -0.17
C -0.64 -1.91 -2.66 -0.75
C 1.62 -1.15 11.11 -0.21
C 0.09 3.34 1.90 -0.31
C 5.60 0.55 -5.53 -0.17
C 4.28 -5.27 -0.28 -0.16
C 0.73 -1.58 -3.31 -0.79
C -4.56 -1.95 2.93 -0.12
C 6.68 -0.24 -3.58 -0.21
C -3.86 5.17 -3.17 -0.16
C -0.05 0.71 -8.82 -0.21
C -2.28 -2.24 2.42 -0.29
C -3.03 -2.59 7.36 -0.21
C 1.48 5.22 -1.13 -0.36
C 1.28 0.20 10.51 -0.17
C -0.42 2.12 -9.29 -0.17
C -2.38 5.51 -3.00 -0.17
C -0.59 -3.92 -0.13 -0.35
C 0.52 -0.87 -4.66 -0.18
C 4.61 -0.20 -4.66 -0.20
C -1.15 1.64 0.26 -0.38
C 5.68 -3.52 1.74 -0.16
H 1.61 -0.33 -0.59 0.04
H -1.49 2.19 -9.46 0.11
H 3.78 -5.84 0.50 0.02
H -1.21 6.76 -4.37 0.11
H -0.19 -1.95 2.23 0.05
H 3.73 -5.38 -1.22 0.03
H -2.01 0.16 7.86 0.09
H -3.96 4.20 -3.66 0.12
H -1.14 -1.94 9.78 0.11
H -5.15 5.98 -4.74 0.11
H 2.99 -1.90 -1.29 0.07
H -2.45 0.27 6.15 0.12
H -5.01 -2.29 8.22 0.11
H -5.88 -3.65 -3.40 0.08
H -1.77 4.67 -2.68 0.10
H 3.71 0.37 -4.44 0.11
H 1.05 3.13 -8.06 0.11
H -4.62 7.17 -3.53 0.11
H -3.48 -1.05 -0.01 0.06
H 0.09 -1.52 8.58 0.12
H 5.58 1.61 -5.30 0.11
H -2.03 -2.51 3.46 0.12
H -4.41 0.37 8.06 0.11
H 1.46 -0.41 -4.98 0.05
H 1.34 -0.93 -2.69 0.06
H 7.79 0.57 -5.28 0.11
H -0.67 -0.06 -9.28 0.12
H -1.72 5.19 -5.03 0.11
H -2.49 -3.34 7.94 0.11
H -2.26 6.31 -2.26 0.11
H -4.48 -2.12 4.02 0.13
H 1.89 0.39 9.62 0.12
H 7.08 -1.03 -5.55 0.11
H 5.40 0.42 -6.59 0.11
H 2.67 -1.42 10.99 0.11
H 0.92 -5.95 2.03 0.07
H 1.24 -5.70 0.31 0.07
H 6.93 0.67 -3.02 0.12
H -0.82 0.12 10.99 0.11
H -0.93 -4.93 1.60 0.08
H 0.19 2.16 -6.03 0.11
H -1.35 -1.21 -3.09 0.02
H -4.66 -2.66 -4.22 0.09
H -3.51 -3.08 6.51 0.11
H -4.78 -2.89 2.42 0.15
H -4.15 -4.06 -3.28 0.04
H -3.68 -1.68 9.20 0.10
H 6.74 -3.52 1.49 0.02
H 1.37 -1.19 12.18 0.11
H 5.02 -2.79 -2.13 0.03
H 1.44 1.03 11.21 0.11
H 0.10 2.41 -10.20 0.11
H 1.47 -1.09 0.96 0.05
H 1.89 -4.58 1.55 0.06
H 4.30 -1.15 -5.12 0.11
H -0.20 -0.06 -4.53 0.07
H -3.40 -2.83 -0.11 0.07
H -1.15 -0.50 2.19 0.05
H -4.68 -0.52 6.56 0.11
H 5.55 -1.57 -1.00 0.04
H 5.48 -2.58 2.28 0.03
H -1.57 -4.36 -0.36 0.04
H -1.47 2.15 -6.65 0.12
H -0.53 3.91 -8.01 0.11
H 7.24 -1.07 -3.15 0.11
H 6.58 -3.01 -1.28 0.03
H 5.42 -4.33 2.42 0.02
H -4.41 5.14 -2.23 0.11
H 1.00 0.48 -9.04 0.12
H 5.27 -5.72 -0.44 0.03
H 0.08 -4.36 -0.87 0.02
H 0.14 -1.57 -5.41 0.06
H 1.94 -3.25 -0.90 0.05
H -0.52 0.70 9.35 0.10
H -2.53 -3.18 1.92 0.09
```

Summary:
Net charge = -1
DFT total energy = -276647.1006 eV
HOMO level = -4.78 eV
Lowest unoccupied orbital energy = 2.0 eV



Record 2
Formula: C45H80BFN3O10S
Source: OMol25
Level of theory: ωB97M-V/def2-TZVPD

XYZ file:
```
141
Properties=species:S:1:pos:R:3:lowdin_spin:R:1
S 5.83 -3.50 0.02 0.00
F -2.04 -1.17 2.79 0.00
O 0.02 8.88 3.42 0.58
O -3.85 -7.64 -1.16 0.00
O -1.50 2.73 0.73 0.57
O -4.54 -6.13 -2.95 0.00
O 1.22 -4.19 -2.35 0.00
O 3.20 -8.43 -5.61 0.00
O -1.22 -4.13 2.91 0.00
O -1.30 -1.91 -3.92 0.00
O -0.69 -6.99 -1.08 0.00
O 2.59 -9.53 -3.71 0.00
N -0.60 3.74 0.69 0.34
N 0.03 9.51 4.62 0.33
N -1.56 -4.73 -1.68 0.00
C 1.68 -4.88 -7.19 0.00
C -2.31 5.57 0.36 0.01
C -0.79 -3.79 -0.74 0.00
C 0.61 8.57 5.63 0.02
C -2.71 -2.28 0.59 0.00
C 3.00 -3.74 -0.13 0.00
C 0.06 8.95 7.03 0.00
C 1.47 -6.24 -3.64 0.00
C -2.10 -10.26 -1.70 0.00
C -0.69 -5.93 -2.04 0.00
C 0.19 11.61 3.23 0.00
C 0.13 7.10 5.45 0.00
C -0.21 6.05 1.63 0.00
C 1.76 -2.72 -0.46 0.00
C 0.12 2.52 -1.43 0.00
C -0.30 -4.51 0.62 0.00
C -1.74 5.90 -1.01 0.00
C -0.11 3.88 -0.71 0.02
C 1.97 -3.59 -6.38 0.00
C 1.31 4.51 -0.69 0.00
C -0.32 -3.80 -5.07 0.00
C 1.01 -2.99 -5.30 0.00
C -2.09 -4.13 -2.94 0.00
C 4.18 -2.78 0.47 0.00
C 0.30 -5.58 -6.92 0.00
C -1.55 -2.38 -0.49 0.00
C -2.54 -0.92 1.47 0.00
C -1.25 4.95 1.30 0.02
C 0.86 -5.56 -2.29 0.00
C 2.85 -8.42 -4.24 0.00
C -0.72 -5.07 -5.86 0.00
C -1.26 -3.18 -3.91 0.00
C 0.50 11.76 5.64 0.00
C 2.83 -7.09 -3.33 0.00
C -0.20 -3.67 1.96 0.00
C -0.28 -8.27 -1.58 0.00
C -1.90 4.64 2.67 0.00
C -1.08 4.67 -1.63 0.01
C 0.63 -3.30 -1.40 0.00
C 2.27 10.63 4.27 0.01
C 2.87 9.84 5.42 0.00
C 2.16 8.51 5.61 0.01
C 0.74 10.81 4.44 0.02
C -2.86 -5.17 -1.01 0.00
C -1.37 -9.06 -2.50 0.00
B -3.75 -6.31 -1.75 0.00
H 0.40 11.14 2.27 0.00
H 0.73 -6.96 -4.12 0.00
H 3.93 9.66 5.22 0.00
H -0.40 9.94 7.07 0.00
H -2.09 -8.36 -3.05 0.00
H 4.13 -1.71 0.08 0.00
H 0.26 6.49 0.75 0.00
H -0.57 11.91 5.82 0.00
H 2.96 -3.03 -6.56 0.00
H -1.92 -1.88 -1.45 0.00
H -1.02 -6.42 -3.04 0.00
H 2.42 -5.30 -7.95 0.00
H 2.85 10.42 6.35 0.00
H 1.78 -5.46 -4.42 0.00
H 1.25 -2.04 -4.72 0.00
H 1.42 -2.14 0.47 0.00
H 2.49 7.85 4.80 0.00
H 0.73 -8.33 -2.10 0.00
H 0.63 2.67 -2.38 0.00
H 4.12 -2.77 1.62 0.00
H 2.53 8.04 6.53 0.00
H 2.48 10.11 3.33 0.00
H 0.84 8.91 7.80 0.00
H -2.88 -3.21 1.24 0.00
H -2.55 6.25 -1.66 0.00
H 1.57 4.97 0.26 0.00
H -1.51 -11.23 -1.95 0.00
H -0.18 -8.95 -0.64 0.00
H 3.44 -4.20 -1.07 0.00
H -1.03 6.72 -0.95 0.00
H -3.16 4.88 0.24 0.00
H -3.15 -10.43 -2.09 0.00
H 0.96 11.41 6.57 0.00
H 5.60 -4.85 -0.23 0.00
H 0.07 -6.54 -7.51 0.00
H 0.74 1.85 -0.82 0.00
H -1.96 -0.11 0.89 0.00
H -3.60 -0.49 1.60 0.00
H 0.94 12.74 5.45 0.00
H 0.64 12.61 3.19 0.00
H 0.44 6.49 6.31 0.00
H -0.92 -5.44 0.93 0.00
H -0.89 11.75 3.32 0.00
H 0.58 5.65 2.28 0.00
H 3.72 -6.43 -3.63 0.00
H 2.32 -1.90 -1.07 0.00
H 0.56 6.62 4.56 0.00
H -3.61 -4.29 -0.91 0.00
H 2.76 -4.47 0.70 0.00
H 1.48 -6.05 -1.44 0.00
H 2.76 11.60 4.20 0.00
H -0.82 2.00 -1.66 0.00
H 2.09 3.76 -0.84 0.00
H 1.43 5.27 -1.47 0.00
H -1.89 4.01 -1.96 0.00
H 3.59 -9.32 -5.77 0.00
H -1.17 4.18 3.35 0.00
H -0.74 -9.58 -3.33 0.00
H 0.33 -2.36 -2.01 0.00
H -2.73 6.48 0.81 0.00
H -0.86 -3.87 3.79 0.00
H -3.70 -2.12 0.01 0.00
H 2.88 -7.45 -2.25 0.00
H -0.75 8.28 7.35 0.00
H -2.37 -4.93 -3.74 0.00
H -2.76 -5.56 0.05 0.00
H -0.96 7.03 5.38 0.00
H -5.48 -6.24 -2.66 0.00
H -0.71 -1.67 -0.12 0.00
H -0.18 -2.53 1.85 0.00
H -0.68 6.88 2.16 0.00
H 0.71 -5.04 0.41 0.00
H -0.56 4.98 -2.55 0.00
H -3.72 -7.48 -0.20 0.00
H -1.71 -5.62 -5.65 0.00
H 0.81 -3.95 2.46 0.00
H -3.09 -3.56 -2.82 0.00
H -2.26 5.55 3.14 0.00
H -2.76 3.97 2.59 0.00
H -2.03 -10.15 -0.56 0.00
```

Summary:
Net charge = +1
Multiplicity = 3
DFT total energy = -87118.0639 eV
HOMO level (spin up / spin down) = -10.07 / -10.73 eV
Lowest unoccupied orbital energy (spin up / spin down) = -3.2 / -3.2 eV



Record 3
Formula: C45H81O39P3
Source: OMol25
Level of theory: ωB97M-V/def2-TZVPD

XYZ file:
```
168
Properties=species:S:1:pos:R:3:lowdin_charge:R:1
P 1.78 -5.36 5.45 0.50
P -1.00 5.33 -2.24 0.53
P 4.95 1.57 3.12 0.50
O -5.32 2.31 -1.19 0.12
O -1.28 3.25 -7.76 0.14
O -0.19 -5.07 -1.88 0.02
O 0.19 4.88 -3.26 -0.17
O 5.13 2.90 4.03 -0.18
O 0.65 -0.89 -6.41 0.10
O 1.65 -4.23 -0.98 0.11
O 1.32 0.00 -4.40 0.09
O 0.60 -1.43 1.69 0.09
O -5.00 2.68 -3.28 0.11
O 6.23 0.99 2.65 -0.24
O -2.33 5.29 -2.87 -0.22
O 4.66 -1.63 0.00 0.13
O -0.50 6.72 -1.53 -0.19
O 3.35 -4.95 5.56 -0.21
O 5.21 -3.36 -1.11 0.14
O -2.41 -2.04 -4.04 0.13
O 1.04 -3.97 5.88 -0.22
O -6.81 -0.21 0.41 0.07
O 4.02 2.04 1.84 -0.21
O -4.46 -1.99 -3.18 0.08
O 0.66 -5.93 0.14 0.11
O 3.99 0.60 4.00 -0.17
O -4.18 0.79 -2.23 0.11
O 1.34 -6.54 6.27 -0.25
O -1.42 2.72 3.62 0.12
O 4.01 -1.70 -2.02 0.08
O -5.85 -2.13 0.06 0.06
O -1.71 1.52 -6.41 0.09
O -2.06 0.54 3.71 0.09
O -0.89 4.26 -1.01 -0.17
O 0.17 -0.47 -0.36 0.07
O 0.04 1.07 4.10 0.07
O 1.54 -5.44 3.86 -0.17
O -4.48 -0.35 0.50 0.10
O -4.27 -1.58 -5.27 0.10
O -1.07 -2.02 0.36 0.11
O 2.12 -2.00 -5.22 0.06
O -1.54 3.47 -5.49 0.09
C 4.36 -5.94 5.81 -0.28
C 4.67 -2.29 -1.05 -0.72
C 3.48 -0.50 -1.53 -0.11
C -0.03 -1.30 0.62 -0.58
C 2.60 2.20 2.02 -0.24
C -2.07 1.38 -5.05 -0.13
C 1.63 -3.84 -2.33 -0.12
C -5.82 3.58 -1.35 -0.14
C -0.77 -0.59 -1.39 -0.10
C 1.84 -2.76 -6.35 -0.15
C -3.60 -1.87 -4.18 -0.59
C -1.70 2.65 -4.39 -0.16
C 1.74 -4.20 3.15 -0.23
C 3.14 -4.00 2.40 -0.02
C 0.11 -3.79 6.95 -0.27
C 3.58 -1.47 4.97 -0.05
C -1.30 -3.82 6.42 -0.06
C -7.80 -1.03 -0.09 -0.15
C 1.68 3.04 -2.49 -0.06
C 4.30 -0.30 -0.34 -0.09
C 1.33 -0.87 -5.30 -0.49
C 3.80 -0.71 3.67 -0.31
C 0.72 -5.08 -0.78 -0.49
C -5.78 -1.80 -3.62 -0.13
C 5.58 -5.23 6.24 -0.09
C -1.57 -1.80 -0.94 -0.08
C -1.86 3.29 -0.83 -0.28
C -0.75 7.97 -2.15 -0.26
C -2.23 8.46 -1.96 -0.06
C -1.47 2.81 -6.65 -0.56
C -5.65 -1.72 -5.10 -0.12
C -4.81 1.87 -2.26 -0.60
C -5.62 -0.86 0.35 -0.51
C -5.85 3.71 -2.85 -0.11
C -1.46 2.43 0.35 -0.04
C 2.23 3.73 1.96 -0.04
C 0.66 -2.11 -7.07 -0.10
C 5.95 4.01 3.55 -0.25
C -7.23 -2.45 0.06 -0.09
C 0.35 -4.34 -3.01 -0.11
C -0.08 -0.26 4.48 -0.17
C 5.32 5.39 3.49 -0.07
C -1.18 1.54 3.79 -0.54
C -1.42 -0.69 3.97 -0.12
C 1.47 4.51 -2.80 -0.27
H -2.15 1.60 0.51 0.08
H 6.36 3.79 2.56 0.11
H -2.54 2.91 -3.74 0.10
H 2.73 -1.15 5.57 0.07
H 4.47 5.57 2.82 0.06
H -3.13 1.17 -4.98 0.12
H -6.19 -0.92 -5.62 0.14
H 6.07 6.05 3.07 0.08
H 4.60 -1.24 3.15 0.12
H 3.19 -3.00 1.97 0.05
H 4.47 -1.64 5.58 0.09
H 4.01 -4.14 3.05 0.06
H 2.57 -4.23 -2.74 0.14
H 3.83 0.15 0.54 0.11
H 6.07 -4.81 5.35 0.08
H -2.35 9.55 -2.00 0.07
H -0.47 2.00 0.24 0.07
H -1.89 -3.42 7.25 0.08
H -1.52 0.20 -1.38 0.11
H 0.22 -2.84 7.49 0.11
H -7.34 -2.95 -0.90 0.13
H 6.37 -5.92 6.53 0.08
H 5.10 5.68 4.51 0.08
H -6.02 -2.64 -5.55 0.13
H 2.16 4.72 -3.62 0.12
H -6.92 3.67 -3.06 0.13
H -1.52 0.55 -4.59 0.12
H -6.35 -0.94 -3.28 0.13
H -2.57 -1.38 -0.84 0.12
H 3.63 0.33 -2.22 0.14
H -6.79 3.66 -0.88 0.14
H 1.17 3.73 2.24 0.07
H -1.90 -1.21 4.79 0.12
H 2.43 -0.69 -1.30 0.12
H -0.24 -2.71 -6.94 0.14
H -1.40 -2.63 -1.62 0.11
H 5.52 -4.53 7.07 0.09
H -1.48 3.02 1.27 0.07
H 1.34 -3.35 3.70 0.08
H -2.70 8.22 -1.01 0.08
H 0.66 -0.93 4.06 0.11
H 2.69 -2.75 -7.03 0.13
H -5.28 4.45 -0.99 0.13
H 4.54 -6.38 4.83 0.13
H -8.78 -1.05 0.40 0.14
H 0.88 -2.03 -8.13 0.14
H 1.64 -2.77 -2.53 0.11
H -7.53 -2.97 0.98 0.14
H -0.04 -0.33 5.57 0.14
H 2.47 4.20 1.01 0.07
H -0.39 7.95 -3.18 0.12
H 3.30 -4.74 1.62 0.07
H 1.78 5.10 -1.94 0.12
H -2.79 8.00 -2.77 0.06
H -0.34 -0.80 -2.37 0.12
H -1.27 -1.28 3.06 0.12
H 2.65 4.31 2.78 0.05
H 2.21 1.74 2.93 0.09
H -5.50 4.71 -3.13 0.14
H 1.30 2.38 -3.27 0.06
H -2.03 2.64 -1.69 0.09
H 6.80 4.06 4.23 0.12
H 5.25 0.22 -0.46 0.15
H -1.57 -4.85 6.20 0.08
H -0.10 8.61 -1.54 0.11
H 1.95 1.72 1.29 0.10
H 2.91 -0.84 3.06 0.10
H -2.80 3.81 -0.62 0.12
H -0.74 2.49 -3.90 0.12
H 2.76 2.85 -2.53 0.08
H 3.25 -2.49 4.80 0.04
H -6.31 -2.75 -3.50 0.13
H 1.68 -3.82 -6.14 0.13
H -1.46 -3.19 5.54 0.06
H 0.46 -5.03 -3.85 0.13
H 1.33 2.83 -1.48 0.07
H -7.90 -0.91 -1.17 0.12
H -0.17 -3.47 -3.38 0.10
H 0.92 -4.27 2.43 0.10
H 4.07 -6.68 6.56 0.12
H 0.30 -4.53 7.72 0.11
```

Summary:
Net charge = 0
DFT total energy = -155701.6958 eV
HOMO level = -10.07 eV
SMILES string = CCOP(=O)(OCC)OCC.CCOP(=O)(OCC)OCC.CCOP(=O)(OCC)OCC.O=C1OCCO1.O=C1OCCO1.O=C1OCCO1.O=C1OCCO1.O=C1OCCO1.O=C1OCCO1.O=C1OCCO1.O=C1OCCO1.O=C1OCCO1
Lowest unoccupied orbital energy = -0.3 eV



Q: Which of these has the lowest net charge?
A: C45H75Br2F20NO9SbSi